1) Computed, not measured: 2 unconnected molecules or ions with the total composition C12H16N2, with ωB97M-V/def2-TZVPD.

Positions of all 30 atoms, in Å:
1 C 0.403 -1.832 1.251
2 C 1.777 -1.201 1.405
3 C 1.673 0.182 1.993
4 C 2.030 1.399 1.478
5 N 1.820 2.310 2.476
6 C 1.404 1.608 3.567
7 N 1.322 0.330 3.315
8 H -0.352 -1.355 0.655
9 H -0.013 -2.224 2.177
10 H 0.525 -2.766 0.674
11 H 2.381 -1.720 2.150
12 H 2.358 -1.240 0.505
13 H 2.185 1.628 0.441
14 H 1.806 3.314 2.452
15 H 0.963 2.103 4.416
16 C -2.603 -1.744 -3.833
17 C -1.899 -0.795 -2.925
18 C -2.560 0.256 -2.289
19 C -1.997 0.930 -1.227
20 C -0.652 0.733 -0.891
21 C 0.034 -0.199 -1.638
22 C -0.606 -1.084 -2.504
23 H -1.963 -2.319 -4.500
24 H -3.425 -1.323 -4.416
25 H -3.130 -2.520 -3.257
26 H -3.612 0.395 -2.500
27 H -2.536 1.639 -0.618
28 H -0.234 1.208 -0.021
29 H 1.002 -0.527 -1.345
30 H -0.117 -2.018 -2.741

As for the HOMO-LUMO gap: 9.45 eV. The calculation puts the lowest unoccupied orbital energy at 0.841 eV. As for the HOMO energy: -8.6 eV. The SMILES is CCc1c[nH]cn1.Cc1ccccc1.

Atom charges from the Löwdin analysis, given in e for atoms 1 to 2: number 1, C, carries -0.1055; number 2, C, carries -0.1938



2) Computed, not measured: 2 unconnected molecules or ions with the total composition C12H16N2, with ωB97M-V/def2-TZVPD.

Positions of all 30 atoms, in Å:
1 C 0.072 -1.637 -2.613
2 C -0.159 -1.187 -1.150
3 C 0.846 -1.725 -0.167
4 C 0.647 -2.467 0.984
5 N 1.898 -2.729 1.518
6 C 2.822 -2.157 0.728
7 N 2.223 -1.557 -0.294
8 H 1.107 -1.431 -2.937
9 H -0.643 -1.060 -3.265
10 H -0.096 -2.784 -2.697
11 H -0.065 -0.038 -1.131
12 H -1.161 -1.512 -0.777
13 H -0.292 -2.754 1.381
14 H 2.071 -3.199 2.435
15 H 3.919 -2.227 0.928
16 C -1.532 2.987 -1.350
17 C -1.089 2.202 -0.137
18 C -2.035 1.582 0.672
19 C -1.621 0.934 1.854
20 C -0.275 0.913 2.234
21 C 0.665 1.526 1.400
22 C 0.286 2.170 0.205
23 H -2.575 3.021 -1.547
24 H -1.094 2.481 -2.202
25 H -1.170 4.042 -1.360
26 H -3.098 1.625 0.403
27 H -2.409 0.472 2.514
28 H 0.022 0.454 3.162
29 H 1.709 1.469 1.620
30 H 1.029 2.587 -0.410

As for the HOMO-LUMO gap: 9.13 eV. The calculation puts the lowest unoccupied orbital energy at 0.814 eV. As for the HOMO energy: -8.3 eV. The SMILES is CCc1c[nH]cn1.Cc1ccccc1.

Atom charges from the Löwdin analysis, given in e for atoms 1 to 2: number 1, C, carries -0.1203; number 2, C, carries -0.2152



Quick one: most stable of them? 2)



1) Computed, not measured: C3H7NOS in the gas phase, with ωB97M-V/def2-TZVPD.

Positions of all 13 atoms, in Å:
1 O -2.858 -1.264 -0.096
2 C -2.528 -0.062 -0.330
3 N -1.372 0.793 0.168
4 C 0.102 1.004 0.254
5 C 0.865 -0.075 -0.304
6 S 2.603 -0.360 0.223
7 H -3.141 0.516 -0.887
8 H -1.737 1.770 0.433
9 H 0.355 1.044 1.361
10 H 0.345 1.885 -0.363
11 H 1.031 0.336 -1.384
12 H 0.344 -1.045 -0.176
13 H 2.992 0.612 -0.681

As for the HOMO-LUMO gap: 9.91 eV. The calculation puts the lowest unoccupied orbital energy at 0.500 eV. As for the HOMO energy: -9.4 eV. The SMILES is O=CNCCS.

Atom charges from the Löwdin analysis, given in e for atoms 1 to 2: number 1, O, carries -0.0041; number 2, C, carries -0.2005



2) Computed, not measured: C3H7NOS in the gas phase, with ωB97M-V/def2-TZVPD.

Positions of all 13 atoms, in Å:
1 O -2.590 1.132 1.289
2 C -1.801 0.235 1.150
3 N -1.263 -0.257 0.010
4 C 0.137 -0.629 -0.158
5 C 0.964 0.607 -0.552
6 S 2.773 0.313 -0.402
7 H -1.506 -0.330 2.058
8 H -1.662 0.069 -0.863
9 H 0.547 -0.974 0.794
10 H 0.161 -1.409 -0.915
11 H 0.928 0.745 -1.635
12 H 0.589 1.484 -0.040
13 H 2.723 -0.986 -0.738

As for the HOMO-LUMO gap: 10.15 eV. The calculation puts the lowest unoccupied orbital energy at 0.760 eV. As for the HOMO energy: -9.4 eV. The SMILES is O=CNCCS.

Atom charges from the Löwdin analysis, given in e for atoms 1 to 2: number 1, O, carries 0.0362; number 2, C, carries -0.3952



3) Computed, not measured: C3H7NOS in the gas phase, with ωB97M-V/def2-TZVPD.

Positions of all 13 atoms, in Å:
1 O -1.537 -2.599 0.348
2 C -1.496 -1.469 0.843
3 N -0.192 -0.916 0.747
4 C 0.137 0.471 1.157
5 C 0.204 1.557 -0.034
6 S 1.363 1.199 -1.387
7 H -2.430 -1.062 1.288
8 H 0.612 -1.437 0.459
9 H 1.035 0.306 1.711
10 H -0.771 0.954 1.754
11 H 0.173 2.637 0.333
12 H -0.868 1.447 -0.669
13 H 1.010 1.816 -2.492

As for the HOMO-LUMO gap: 9.90 eV. The calculation puts the lowest unoccupied orbital energy at 0.709 eV. As for the HOMO energy: -9.2 eV. The SMILES is O=CNCCS.

Atom charges from the Löwdin analysis, given in e for atoms 1 to 2: number 1, O, carries -0.0289; number 2, C, carries -0.2850



Quick one: most stable of them? 2)



1) Computed, not measured: C3H7NOS in the gas phase, with ωB97M-V/def2-TZVPD.

Positions of all 13 atoms, in Å:
1 H -1.617 1.538 -0.534
2 N -0.556 1.459 -0.584
3 C -0.212 0.321 -0.557
4 C 1.001 -0.479 -0.437
5 C 1.699 -0.081 0.901
6 O -1.477 -0.820 -0.313
7 S -2.791 -0.010 0.233
8 H 0.594 -1.532 -0.569
9 H 1.768 -0.388 -1.195
10 H 2.084 -0.934 1.445
11 H 0.840 0.308 1.511
12 H 2.367 0.755 0.809
13 H -3.700 -0.139 -0.710

As for the HOMO-LUMO gap: 9.97 eV. The calculation puts the lowest unoccupied orbital energy at 0.787 eV. As for the HOMO energy: -9.2 eV. The SMILES is [H]/N=C(/CC)OS.

Atom charges from the Löwdin analysis, given in e for atoms 1 to 2: number 1, H, carries 0.0083; number 2, N, carries 0.1463



2) Computed, not measured: a molecular structure, C3H7NOS, with ωB97M-V/def2-TZVPD.

Positions of all 13 atoms, in Å:
1 C 1.688 -0.043 0.269
2 C 0.838 -0.927 -0.811
3 C -1.616 1.276 0.030
4 H 2.450 0.617 -0.076
5 H 1.899 -0.713 1.192
6 H 0.812 0.624 0.648
7 H 1.275 -2.186 -0.673
8 H 0.883 -0.463 -1.975
9 H -2.148 -0.420 1.609
10 H -2.142 2.104 0.654
11 N -1.430 0.026 0.537
12 O -1.454 1.500 -1.150
13 S -1.056 -1.395 -0.253

As for the HOMO-LUMO gap: 8.69 eV. The calculation puts the lowest unoccupied orbital energy at 0.023 eV. As for the HOMO energy: -8.7 eV.

Atom charges from the Löwdin analysis, given in e for atoms 1 to 2: number 1, C, carries -0.1680; number 2, C, carries -0.4311



Quick one: most stable of them? 1)